This record from the Open Molecules 2025 dataset describes the ion C19H29ClN3O4S with charge +1 in a non-equilibrium geometry. The level of theory is ωB97M-V/def2-TZVPD.

The geometry in XYZ format:
```
57
Properties=species:S:1:pos:R:3:forces:R:3
O -3.514292 -1.754273 -2.301184 -0.023 -0.140 -0.319
C -3.088792 -1.786791 -1.175028 0.074 -0.063 0.121
C -1.778649 -2.388820 -0.768952 0.437 0.025 -0.114
C -1.448166 -3.738355 -0.768741 -0.126 0.260 -0.038
C -0.188468 -4.142949 -0.355473 0.225 0.118 0.119
C 0.744131 -3.208654 0.090826 -0.226 0.015 -0.131
Cl 2.276669 -3.690021 0.669563 0.245 -0.482 0.027
C 0.422822 -1.858647 0.065025 0.299 0.462 0.241
S 1.473491 -0.594074 0.807561 -0.447 -0.302 -0.211
O 0.703990 0.639322 0.661192 0.393 -0.240 -0.220
O 1.732312 -0.987538 2.154497 0.326 -0.069 0.028
N 2.830320 -0.610499 -0.087185 -0.880 0.015 0.632
C 4.121009 -0.706059 0.560658 0.391 0.003 0.666
C 4.882764 0.615759 0.665264 0.054 -0.197 -0.234
C 5.378063 1.120337 -0.691709 -0.080 0.218 0.111
C 4.368858 1.972793 -1.469329 -0.014 -0.094 0.016
C 2.910299 1.514576 -1.369851 0.159 -0.022 -0.104
C 2.723003 -0.004986 -1.396906 -0.348 0.429 -0.415
C -0.814117 -1.462597 -0.390321 -0.109 -0.139 -0.119
N -3.705428 -1.114393 -0.147225 -0.224 0.193 0.115
C -3.427020 -1.268205 1.256682 0.009 -0.044 0.244
C -2.756235 0.013120 1.800670 0.073 -0.667 0.404
N -2.984481 1.116506 0.845491 0.349 -0.095 -0.495
C -2.417661 2.409401 1.286967 0.462 0.670 -0.039
C -1.728908 3.024895 0.045363 -0.365 0.201 0.162
O -1.154865 1.987097 -0.705449 0.475 -0.229 -0.214
C -4.398163 1.148409 0.418713 -0.650 -0.013 -0.231
C -4.707451 -0.109673 -0.424903 -0.081 -0.085 -0.338
H -2.174413 -4.471201 -1.083854 -0.057 -0.107 -0.045
H 0.074013 -5.188614 -0.357229 0.048 -0.103 0.033
H 4.722280 -1.436081 0.007047 -0.087 0.017 0.050
H 3.921497 -1.101066 1.557804 0.230 -0.082 -0.094
H 4.257343 1.365734 1.151223 -0.002 0.051 0.134
H 5.742989 0.433982 1.311704 -0.040 0.003 0.062
H 6.275372 1.722933 -0.542916 0.048 -0.081 -0.069
H 5.674163 0.258292 -1.292857 0.099 -0.030 -0.027
H 4.671391 1.980087 -2.518017 0.008 0.100 -0.021
H 4.418475 3.003409 -1.113193 0.035 0.033 -0.069
H 2.352817 1.953593 -2.198988 -0.072 0.030 0.023
H 2.463749 1.883135 -0.445110 -0.024 0.047 -0.091
H 3.453350 -0.478162 -2.056586 -0.084 -0.116 0.009
H 1.722280 -0.252990 -1.762191 0.106 0.006 -0.256
H -1.001613 -0.405956 -0.469439 -0.133 0.071 0.039
H -4.376161 -1.446158 1.774759 0.109 -0.023 0.000
H -2.786172 -2.132774 1.423830 -0.083 0.113 0.076
H -1.678241 -0.126023 1.913237 -0.085 0.170 -0.058
H -3.180509 0.289667 2.768195 0.065 0.110 -0.092
H -2.393804 0.937523 -0.016234 -0.343 -0.051 0.507
H -3.185995 3.062238 1.697965 -0.045 -0.119 0.033
H -1.663452 2.211853 2.050523 -0.126 -0.096 -0.016
H -2.462358 3.505712 -0.607769 0.070 0.029 0.103
H -0.994570 3.771078 0.353404 -0.083 -0.020 0.036
H -0.328972 1.666966 -0.274899 -0.191 0.107 -0.175
H -4.577024 2.047498 -0.171202 0.074 0.003 0.105
H -5.024018 1.188362 1.313186 0.156 0.079 0.001
H -5.712884 -0.475706 -0.191551 0.057 0.091 -0.019
H -4.664558 0.096967 -1.497050 -0.047 0.040 0.159
```
Positions in Å, forces in eV/Å.

ΔE to the lowest compared entry with this formula, charge and spin	7.11	kcal per mole
structure (SMILES)	O=C(c1ccc(Cl)c(S(=O)(=O)N2CCCCCC2)c1)N1CC[NH+](CCO)CC1
total charge	+1
electronic energy	-2064.77983	a.u.
largest force on an atom	1.08	eV/A

natural (NBO) atomic charge list, values in e, 5 entries:
1 O -0.553
2 C 0.675
3 C -0.159
4 C -0.137
5 C -0.212

---

This record from the Open Molecules 2025 dataset describes a structure of composition C19H29CrFN5O13PS2. The level of theory is ωB97M-V/def2-TZVPD.

The geometry in XYZ format:
```
71
Properties=species:S:1:pos:R:3:forces:R:3
Cr -0.356415 -0.561340 0.450834 0.235 0.262 -0.505
C -0.491823 3.704047 -4.281877 -0.002 0.036 -0.001
C -0.541326 2.216139 -4.557066 -0.011 0.004 0.022
O 0.717288 1.643435 -4.209985 -0.009 -0.079 -0.011
P 0.760525 0.373256 -3.198019 -0.071 0.003 -0.008
S 2.597864 -0.228458 -3.041488 0.089 0.010 0.020
S -0.284456 0.916466 -1.573008 -0.027 0.037 0.039
O -0.161399 -0.622856 -4.089023 0.004 0.010 -0.061
C -0.718831 -1.820980 -3.531193 -0.054 0.055 0.018
C 0.202126 -3.006728 -3.725003 -0.007 -0.028 0.038
H -1.405196 4.192644 -4.632883 -0.004 -0.015 0.011
H 0.363411 4.157201 -4.786715 -0.004 -0.005 -0.010
H -0.390112 3.872941 -3.209531 0.007 -0.009 -0.002
H -0.722556 2.009676 -5.616407 0.024 0.011 -0.007
H -1.342116 1.753322 -3.977854 -0.003 -0.001 -0.010
H -1.664597 -1.969929 -4.058089 0.002 -0.008 -0.007
H -0.944671 -1.660993 -2.474949 0.012 -0.010 -0.074
H 0.428695 -3.149869 -4.783848 0.007 0.007 0.000
H -0.275311 -3.910826 -3.338958 0.001 0.006 0.015
H 1.136783 -2.858497 -3.186424 -0.004 0.005 -0.013
C -2.269702 2.931719 1.885845 -0.026 0.003 -0.006
C -1.767170 1.521076 2.164906 0.053 0.024 -0.002
C -1.551247 1.293438 3.653079 -0.030 0.024 0.010
O -0.544444 1.317072 1.445578 -0.019 0.077 -0.027
C -2.790553 0.507159 1.577066 -0.026 -0.071 0.009
O -3.881197 0.435650 2.167099 0.034 0.004 -0.013
O -2.423102 -0.132760 0.554862 -0.042 -0.001 -0.031
H -1.574037 3.670773 2.294008 0.002 -0.004 -0.003
H -3.250479 3.067235 2.342293 0.006 0.007 0.002
H -2.349679 3.085529 0.809445 0.002 -0.011 -0.001
H -0.938307 2.096874 4.074918 0.009 -0.006 -0.001
H -1.045967 0.343229 3.826298 -0.017 -0.019 -0.014
H -2.517968 1.285765 4.156290 0.016 0.002 0.006
H 0.237713 1.603197 1.929801 0.023 -0.080 0.029
F 3.932896 -3.415010 -2.742600 -0.004 0.007 -0.028
C 3.685382 -3.832718 -1.493278 0.016 -0.040 0.045
C 3.111616 -3.031389 -0.583360 -0.063 -0.017 0.060
N 2.883325 -3.451325 0.706524 0.047 0.042 -0.004
C 2.187164 -2.599761 1.677957 0.042 -0.050 -0.095
C 2.502719 -1.105149 1.472851 -0.037 0.084 0.102
O 3.595768 -0.710676 1.875190 -0.009 -0.020 -0.067
O 1.598662 -0.383437 0.935223 -0.020 0.006 0.076
C 3.133347 -4.739538 1.094525 -0.015 -0.020 0.011
O 2.879473 -5.189124 2.201595 0.028 -0.003 -0.035
N 3.735487 -5.524394 0.128718 -0.003 0.008 0.017
C 4.053712 -5.193592 -1.180906 0.000 0.010 -0.031
O 4.583031 -6.006152 -1.921527 -0.007 0.002 0.008
H 2.793234 -2.026880 -0.841497 0.033 0.025 -0.004
H 2.553512 -2.884502 2.660407 -0.001 0.001 -0.011
H 1.127092 -2.811879 1.609980 -0.052 0.045 0.014
H 3.917550 -6.476278 0.403665 0.000 -0.014 0.012
O 0.173338 -4.498905 -0.411993 -0.069 0.060 -0.077
N -0.493546 -3.461901 -0.335687 0.052 -0.016 0.251
O -1.695400 -3.464919 -0.064649 0.076 -0.025 -0.128
O 0.108038 -2.344806 -0.533646 -0.149 -0.122 -0.084
N -0.843564 -1.608204 2.049148 0.057 -0.210 0.627
C -1.517125 -2.257226 2.726021 -0.163 0.034 0.000
N -2.374260 -2.923598 3.477761 0.109 -0.002 0.014
C -3.388490 -2.165220 4.216806 0.055 -0.005 -0.031
C -4.553160 -3.093711 4.482395 -0.024 -0.008 -0.002
O -4.135178 -4.277541 5.154283 -0.006 0.016 0.006
C -3.211536 -5.003130 4.357676 -0.011 -0.026 -0.003
C -1.963391 -4.189694 4.078339 -0.013 0.034 -0.062
H -3.695612 -1.309044 3.610481 -0.014 -0.014 -0.010
H -2.970725 -1.805889 5.166498 -0.003 -0.017 0.011
H -5.030830 -3.358045 3.531513 0.001 0.003 -0.004
H -5.286118 -2.609282 5.126050 -0.004 -0.001 0.007
H -3.681404 -5.282997 3.406852 0.008 0.004 -0.006
H -2.960049 -5.907682 4.910732 0.000 -0.002 0.002
H -1.310058 -4.712014 3.379855 -0.008 -0.004 -0.005
H -1.413719 -4.008275 5.010504 -0.018 -0.010 0.013
```
Positions in Å, forces in eV/Å.

⟨S²⟩	2.02
ΔE to the lowest compared entry with this formula, charge and spin	15.59	kcal per mole
2S+1	3
total charge	-2
electronic energy	-4275.58337	a.u.
largest force on an atom	0.66	eV/A

Löwdin atomic charge list, values in e, 5 entries:
1 Cr 0.478
2 C -0.093
3 C -0.350
4 O -0.369
5 P -0.141

---

This record from the Open Molecules 2025 dataset describes a structure of composition C19H29F3NO4P2Re in a non-equilibrium geometry. The level of theory is ωB97M-V/def2-TZVPD.

The geometry in XYZ format:
```
59
Properties=species:S:1:pos:R:3:forces:R:3
C -1.131855 3.040733 -2.895598 -0.757 -0.523 0.263
C -1.186158 1.992779 -1.941221 0.819 0.122 -0.268
N -0.019463 1.623327 -1.301717 0.023 0.336 -0.178
C 1.146825 2.212851 -1.592066 -0.441 -0.334 0.468
C 1.217526 3.215503 -2.556701 0.361 0.203 -0.099
C 0.069853 3.642933 -3.206200 0.177 0.173 -0.066
C -2.343182 1.226676 -1.666190 -0.691 1.031 0.468
P -2.310628 0.037572 -0.304325 -1.924 0.165 0.220
Re -0.049909 -0.108403 0.051479 -0.277 -2.707 0.939
P 2.209807 0.054817 -0.117873 2.198 1.438 0.125
C 2.353025 1.784767 -0.792896 0.271 -0.260 -0.182
C -0.218985 -1.757678 1.395072 -0.058 0.773 -0.786
C -0.699723 -1.512754 2.695212 -0.043 -0.315 0.212
C -0.613688 -2.495151 3.675648 -0.149 -0.189 -0.032
C -0.188684 -3.791446 3.349675 -0.003 0.653 -0.327
C 0.219553 -4.062382 2.035360 0.081 -0.186 -0.106
C 0.233429 -3.057259 1.068150 -0.283 0.176 0.381
O -1.616118 -0.547514 -3.870180 -0.955 0.630 0.743
O 0.989593 -0.957264 -3.596131 -0.945 0.335 -0.066
H -2.071100 3.310734 -3.372555 0.277 0.128 -0.023
H 2.197732 3.639043 -2.758632 -0.269 0.068 -0.094
H 0.123902 4.442898 -3.946350 -0.063 -0.272 0.217
C -3.282385 0.711166 1.068667 -0.407 0.480 -0.249
C -3.312297 -1.376734 -0.857931 0.085 0.094 -0.128
H 3.261337 1.815330 -1.408943 -0.155 0.360 0.157
H 2.461000 2.452746 0.081417 -0.021 -0.149 -0.329
H -2.094857 0.018664 -3.201705 0.691 -0.738 -0.952
H -3.297500 1.584535 -2.065390 0.250 -0.143 -0.101
C 3.174039 0.117638 1.404990 0.200 0.077 0.082
C 3.185660 -0.982229 -1.213457 0.035 -0.222 -0.137
H -1.138515 -0.542151 2.946083 0.390 -0.493 -0.067
H -0.887642 -2.233764 4.697892 -0.067 -0.229 -0.223
H -0.195397 -4.566744 4.111038 0.107 0.083 -0.191
H 0.528762 -5.073179 1.767677 -0.027 0.241 0.081
H 0.569056 -3.233257 0.040356 -0.039 -0.265 0.432
H -0.481616 -1.364409 -1.058933 0.321 0.867 0.130
H 1.100774 -1.880486 -3.837152 0.041 -0.109 -0.110
H 0.016099 -0.765405 -3.761608 1.240 -0.277 0.131
H -1.959667 -0.273244 -4.725532 -0.051 -0.035 -0.184
H 0.388843 -0.732340 -1.502472 -0.201 -0.464 0.806
H -4.304309 0.897137 0.715639 0.101 0.012 0.295
H -3.291512 -0.019205 1.887045 0.033 0.105 -0.225
H -2.830784 1.646258 1.422101 -0.085 -0.258 -0.041
H -4.354200 -1.052641 -0.981188 0.220 -0.172 0.013
H -2.923052 -1.765781 -1.807553 -0.118 0.008 0.261
H -3.248518 -2.153900 -0.086464 -0.037 0.141 -0.185
H 4.218747 -0.612128 -1.233386 -0.205 -0.178 -0.056
H 3.163296 -1.997698 -0.799193 0.120 0.119 -0.145
H 2.741803 -0.990820 -2.217106 0.178 0.053 0.281
H 4.217975 0.344655 1.153980 -0.156 -0.061 0.230
H 2.774212 0.877849 2.091487 0.227 -0.318 -0.276
H 3.099694 -0.871417 1.870263 0.106 0.207 0.061
F 1.329245 1.973361 5.100878 -0.744 -0.561 -1.374
C 0.699235 1.216520 4.174802 -0.265 -0.801 0.225
F 1.398925 0.032499 4.092970 -0.685 1.017 0.160
F -0.558074 0.941435 4.649074 1.090 0.127 -0.191
C 0.559983 1.843937 2.716075 0.383 0.773 0.048
O 1.030958 2.957660 2.582866 -0.258 -0.814 -0.335
O -0.071072 1.121381 1.830767 0.353 0.076 0.298
```
Positions in Å, forces in eV/Å.

⟨S²⟩	3.80
2S+1	4
total charge	+1
electronic energy	-2157.45492	a.u.
largest force on an atom	2.88	eV/A

Löwdin atomic charge list, values in e, 5 entries:
1 C 0.019
2 C -0.319
3 N -0.030
4 C -0.278
5 C 0.025

---

This record from the Open Molecules 2025 dataset describes a cluster of 2 separate species, C19H29FI2NO5 in total in a non-equilibrium geometry. The level of theory is ωB97M-V/def2-TZVPD.

The geometry in XYZ format:
```
57
Properties=species:S:1:pos:R:3:forces:R:3
C -4.640367 -5.287428 5.801840 -0.368 1.241 -0.439
C -3.092016 -5.005706 5.866226 -0.398 -1.789 0.423
O -2.378228 -5.952218 6.088682 -0.146 1.020 -0.321
O -2.548192 -3.731027 5.677600 -0.922 -0.665 -0.760
C -1.738750 -3.668818 4.483487 1.261 0.011 -0.093
C -0.765103 -2.420417 4.581335 -0.392 -0.512 -0.320
C -0.794715 -1.508344 3.275429 0.324 -0.520 0.558
C 0.159740 -2.110619 2.163259 -0.153 0.589 0.431
C 0.445610 -1.115018 0.972000 1.247 -1.744 0.914
N -0.729697 -0.838660 0.103713 -1.333 1.210 -1.104
C -1.825492 -1.689846 0.029994 -1.639 0.636 -1.590
C -2.963265 -1.439716 -0.856522 1.443 1.027 0.126
I -4.616022 -2.826017 -0.963474 1.238 0.974 0.154
C -2.955498 -0.237402 -1.700433 2.004 -0.668 1.613
F -3.991989 -0.007964 -2.524925 1.686 -0.056 1.143
C -1.775864 0.646605 -1.605567 -0.865 -2.117 0.862
C -0.670955 0.313237 -0.687846 -1.843 0.509 -1.604
C 0.545818 1.297086 -0.695019 0.086 -0.508 0.131
C 0.622557 2.255182 0.563284 -0.476 0.171 0.099
C -0.782109 2.777135 1.084961 0.677 0.439 0.655
I 1.780644 4.023793 -0.051011 -0.121 -0.744 0.124
H -5.085452 -5.452451 6.819878 0.707 0.262 -0.868
H -5.204429 -4.446432 5.303014 0.628 -0.750 0.661
H -4.852883 -6.210728 5.203291 0.637 0.759 0.600
H -2.398636 -3.605909 3.571644 0.480 -0.026 0.810
H -1.095128 -4.596876 4.426130 -0.931 0.838 -0.011
H -1.036455 -1.848530 5.509591 0.198 -0.422 -1.024
H 0.274435 -2.837554 4.729628 -1.006 0.685 -0.100
H -0.483291 -0.479227 3.614674 -0.158 -0.901 -0.743
H -1.836860 -1.452632 2.862158 0.766 0.100 0.548
H -0.250777 -3.088437 1.798954 0.444 0.780 0.286
H 1.150418 -2.342817 2.651794 -0.923 0.297 -0.699
H 0.895822 -0.193657 1.427176 -0.856 -0.674 -0.803
H 1.222130 -1.599900 0.305879 -0.776 0.671 0.655
H -1.886153 -2.634457 0.627668 0.513 1.283 -0.481
H -1.762221 1.539617 -2.275007 0.272 -0.836 0.858
H 1.500498 0.705025 -0.822991 -0.959 0.658 0.248
H 0.465079 1.937601 -1.614959 -0.140 -0.743 0.877
H 1.206878 1.816670 1.418330 -0.554 0.455 -1.028
H -1.621138 2.653295 0.350776 0.824 0.035 0.727
H -1.009064 2.301189 2.086202 -0.049 0.234 -1.262
H -0.663690 3.873931 1.316331 -0.394 -1.193 -0.295
C 5.836482 4.307653 -5.861825 -0.256 0.202 -0.058
C 5.430484 2.963697 -5.290788 0.614 0.111 -0.348
O 4.221685 3.073051 -4.523448 -0.389 -0.203 0.074
C 3.091990 3.128910 -5.234699 0.386 0.184 -0.033
O 3.003176 3.081807 -6.433468 -0.125 -0.069 0.236
O 2.066934 3.270388 -4.378219 0.026 -0.163 0.027
C 0.801413 3.435927 -5.017039 -0.280 0.029 -0.090
H 5.898708 5.057364 -5.070050 0.127 -0.107 0.022
H 6.803799 4.237645 -6.361317 -0.032 -0.032 0.056
H 5.102012 4.667005 -6.584407 0.062 -0.121 -0.033
H 6.202487 2.610995 -4.605672 -0.279 0.004 0.184
H 5.324547 2.209406 -6.073254 -0.214 0.109 0.042
H 0.613327 2.640529 -5.738773 0.122 0.128 -0.058
H 0.753478 4.412178 -5.500251 -0.008 -0.124 -0.105
H 0.034287 3.391885 -4.243965 0.210 0.039 0.128
```
Positions in Å, forces in eV/Å.

total charge	+1
electronic energy	-1867.27901	a.u.
largest force on an atom	2.66	eV/A

natural (NBO) atomic charge list, values in e, 5 entries:
1 C -0.733
2 C 0.804
3 O -0.542
4 O -0.549
5 C -0.074